1.
53
Properties=species:S:1:pos:R:3:forces:R:3 method="wB97M-V/def2-TZVPD" e_homo_ev=-8.72 homo_lumo_gap_ev=9.2588 lumo_energy_ev=0.536 e_tot_ev=-50349.8801 molar_mass_g_mol=379.5
C 2.14034 0.82076 1.76679 -0.07 -0.27 0.21
C 2.59454 1.06665 0.23560 0.33 0.15 -0.21
C 1.38279 1.08674 -0.82596 -0.47 -0.75 0.86
C 0.91643 -0.47476 -1.04101 1.17 2.56 -0.51
N -0.52881 -0.42506 -1.43788 0.09 -1.94 0.48
C -1.32465 -1.56069 -0.89690 -0.48 -0.38 -1.88
C -0.52962 -2.98713 -0.94905 2.22 -3.20 2.51
N 0.09922 -3.99987 -0.69821 -3.68 5.74 -1.86
C -2.00201 -1.28256 0.54948 0.72 -0.06 1.09
C -1.41396 -0.00418 1.31533 -0.02 4.27 0.20
N -1.16972 1.11487 1.72832 -1.33 -6.60 -2.15
C -3.63411 -1.15444 0.44219 -0.03 -1.60 1.18
O -4.11816 0.17934 0.73365 0.80 0.53 -2.77
C -4.04731 1.03925 -0.40318 0.30 0.89 -3.14
C -3.79806 2.61934 -0.10356 -0.69 -0.99 1.34
O -4.12470 0.68613 -1.61360 0.32 0.36 4.97
H 1.45274 1.66068 2.17528 1.36 -1.31 -0.78
H 1.53226 -0.16141 1.90840 1.05 1.62 -0.46
H 3.07632 0.68148 2.44353 -1.61 0.47 -1.17
H 3.31808 0.20319 -0.05321 -1.16 1.36 0.39
H 3.21887 2.04147 0.12015 -1.17 -1.60 0.44
H 0.44461 1.64592 -0.42910 1.86 -0.88 -0.50
H 1.66631 1.60438 -1.80866 -0.26 -0.91 1.40
H 1.58105 -0.86594 -1.90457 -1.07 0.03 1.62
H 1.12148 -0.98906 -0.03660 -0.64 0.39 -1.71
H -0.62237 -0.35791 -2.47080 0.05 -0.27 1.19
H -2.21286 -1.70490 -1.63410 1.49 0.15 1.36
H -1.76381 -2.19492 1.23021 -0.49 1.60 -1.17
H -4.04940 -1.59549 -0.53306 0.84 1.02 1.26
H -4.03458 -1.84314 1.28903 0.52 1.49 -1.39
H -2.76372 2.93254 -0.48836 -1.66 -0.70 0.40
H -4.66422 3.23074 -0.56828 1.62 -1.12 0.60
H -3.80577 2.76350 1.04044 0.04 -0.11 -1.84
C 1.23814 6.02753 -2.83170 0.09 -0.02 -0.10
S 0.11536 5.30973 -1.61252 0.14 -0.23 0.12
O 0.78765 4.10478 -1.03862 -0.23 0.45 -0.35
C -1.11322 4.72836 -2.80372 0.03 -0.05 -0.10
H 2.10960 6.42237 -2.30675 -0.14 -0.07 0.05
H 1.56009 5.26210 -3.54078 -0.06 -0.02 0.09
H 0.73591 6.84128 -3.35838 -0.02 -0.04 0.07
H -0.64836 4.04265 -3.51470 0.04 0.02 0.09
H -1.54158 5.58291 -3.33120 0.03 -0.01 0.07
H -1.90124 4.20737 -2.25911 0.11 0.07 0.02
C 1.85247 -5.68130 1.54238 -0.02 0.01 -0.02
S 1.68841 -5.15768 3.26250 0.13 0.19 -0.12
O 1.94414 -3.68560 3.30956 -0.01 -0.44 -0.06
C 3.18029 -5.98536 3.85839 0.10 0.01 0.02
H 1.03486 -5.24093 0.96926 0.14 -0.04 0.16
H 2.80511 -5.33682 1.13479 -0.04 0.04 0.10
H 1.78920 -6.76971 1.48254 -0.01 0.04 0.09
H 4.05212 -5.62275 3.31056 -0.10 0.05 -0.01
H 3.07544 -7.06400 3.72619 -0.06 0.06 0.00
H 3.29840 -5.76047 4.91902 -0.09 0.03 -0.09


2.
13
Properties=species:S:1:pos:R:3:forces:R:3 method="wB97M-V/def2-TZVPD" e_homo_ev=-7.45 homo_lumo_gap_ev=8.3284 de_lowest_ev=1.500 lumo_energy_ev=0.880 e_tot_ev=-17491.4123 molar_mass_g_mol=105.2
C 0.22815 -0.79787 1.11534 1.40 -0.49 1.11
C 0.09387 -0.20226 -0.24088 1.01 -1.89 -0.84
N 0.55821 -0.61354 -1.38611 -0.24 0.70 1.16
S 1.69103 -1.84908 -1.46289 0.12 -0.55 -0.81
N -0.69953 0.85960 -0.34397 -1.76 1.16 -2.18
N -1.05931 1.71647 0.65519 0.11 0.87 0.89
H -0.71391 -0.88275 1.66544 -0.03 -0.11 -0.50
H 0.78459 -1.76378 1.12389 -0.66 0.58 -0.28
H 0.82898 -0.14620 1.76909 -0.08 0.03 -0.29
H 1.71066 -1.90706 -2.83921 -0.02 0.02 0.98
H -0.84809 1.11104 -1.32962 0.11 0.17 0.70
H -0.50506 2.58134 0.58090 -0.72 -0.41 0.22
H -2.06958 1.89409 0.69283 0.75 -0.07 -0.16


3.
118
Properties=species:S:1:pos:R:3:forces:R:3 method="wB97M-V/def2-TZVPD" total_charge=+2 e_homo_ev=-13.92 homo_lumo_gap_ev=6.9185 de_lowest_ev=0.000 lumo_energy_ev=-7.005 e_tot_ev=-71056.6060 molar_mass_g_mol=776.7
Y -0.35048 -0.47824 -4.16478 0.60 -0.60 4.48
C -0.64119 -1.29113 -0.89367 -1.90 0.86 -0.33
O -0.46030 0.10830 -0.64686 0.80 -0.43 0.39
O -0.25262 -1.53601 -2.16710 0.11 0.64 -2.47
C 0.03396 -2.20625 0.12683 1.55 -0.53 0.62
F 1.32938 -1.80573 0.28609 -0.86 -0.48 0.15
F -0.58967 -2.17996 1.32684 0.61 0.11 -1.23
F 0.10987 -3.53166 -0.23041 -0.62 1.39 0.19
C -0.41523 0.55100 0.72111 0.26 1.02 0.53
C -0.30585 2.06127 0.67814 0.20 0.81 -1.14
H 0.47813 2.45490 0.00993 0.30 -0.67 0.01
H -1.19720 2.51090 0.21927 -0.16 -0.11 0.64
H -0.03903 2.53927 1.61994 -0.53 -0.25 0.26
H 0.46634 0.18053 1.25046 -0.04 -0.29 -0.24
H -1.30961 0.26958 1.28398 0.20 -0.07 -0.49
H -1.72543 -1.42367 -0.72947 0.02 -0.52 -0.17
C 3.60182 -0.12151 0.67419 0.80 -0.58 0.38
O 4.62965 0.15198 -0.27906 -0.45 0.51 -0.81
H 3.60404 -1.18067 0.91512 0.12 0.00 0.41
H 3.85786 0.49024 1.53166 -0.35 -0.24 0.39
H 2.59063 0.08757 0.33367 0.20 0.44 -0.38
H 5.18374 -0.59666 -0.50506 -0.13 -0.21 0.30
C 2.26661 -0.75257 3.94356 1.34 0.08 -0.93
O 3.70618 -0.68406 3.81217 -0.51 0.02 0.39
H 1.86135 -0.25306 3.05839 -0.47 0.15 0.25
H 2.00911 -1.80513 3.86709 -0.23 -0.02 0.34
H 1.95857 -0.27811 4.86979 -0.38 -0.17 0.03
H 3.98757 0.07235 4.33542 0.25 -0.09 -0.05
C -4.41269 -0.51644 -0.64591 -1.51 -1.22 0.78
O -4.57357 -1.56737 -1.62260 1.39 0.70 -0.90
H -5.44166 -0.39354 -0.29643 0.25 0.84 0.27
H -3.81097 -0.81898 0.21786 0.17 0.04 -0.71
H -4.02962 0.43230 -1.01589 0.00 -0.21 -0.59
H -4.87009 -2.40268 -1.19931 0.29 0.23 -0.03
C -4.29811 -3.96854 0.85946 0.55 0.43 0.03
O -4.94747 -4.02128 -0.41208 -0.32 -0.12 0.40
H -4.05716 -4.94246 1.28424 0.03 -0.11 -0.30
H -3.38777 -3.36622 0.72797 0.10 -0.26 0.27
H -4.89586 -3.45183 1.61154 -0.41 -0.16 -0.51
H -4.67376 -4.81923 -0.87247 -0.06 -0.01 -0.01
C -4.31790 -0.89716 2.45581 1.23 -0.16 -0.26
O -3.04954 -0.32345 2.04847 -0.29 0.35 0.54
H -4.68831 -0.49884 3.39942 0.06 0.00 -0.02
H -4.99597 -0.67221 1.63565 -0.22 -0.08 0.58
H -4.13558 -1.97796 2.50350 -0.52 0.32 0.39
H -2.37999 -0.45541 2.75384 -0.61 -0.20 0.02
C -0.39773 5.59643 1.25187 -0.51 -0.48 -0.66
O 1.02626 5.42583 1.27930 -0.62 0.33 0.36
H -0.71923 6.50609 1.75403 0.02 0.01 0.00
H -0.76018 5.58598 0.21468 0.15 0.37 0.04
H -0.91633 4.74883 1.70493 0.36 0.03 0.38
H 1.35419 6.32498 1.40071 0.42 -0.27 -0.02
C 2.10031 -3.01693 -4.16148 -1.30 -0.73 0.24
O 1.61177 -1.88624 -4.96005 -0.38 0.31 0.19
H 2.03817 -3.93963 -4.73783 0.55 0.22 -0.30
H 3.07765 -2.79913 -3.75056 0.09 -0.07 -0.06
H 1.36350 -3.20523 -3.37726 0.33 0.42 0.15
H 2.38102 -1.55510 -5.44292 -0.31 0.15 -0.13
C 2.82046 4.17347 -2.59237 -0.40 0.54 0.62
O 2.53700 3.25205 -3.66478 -0.04 0.36 -0.25
H 3.87352 4.18148 -2.30945 -0.22 0.05 -0.50
H 2.48233 5.18758 -2.80858 -0.11 -0.04 -0.40
H 2.29006 3.82131 -1.70821 -0.10 0.15 -0.38
H 2.81115 3.72969 -4.45810 -0.05 -0.44 -0.09
C -1.02002 -2.44396 4.13611 -1.43 -0.70 0.91
O -1.40488 -1.07560 4.10964 0.22 0.32 -0.45
H -0.04716 -2.57370 4.59964 0.24 -0.18 -0.44
H -1.75204 -3.02042 4.71927 0.21 0.19 0.41
H -1.18313 -2.89182 3.15936 0.75 0.40 -0.02
H -1.30555 -0.67115 4.97578 -0.02 -0.15 0.07
C 3.68143 3.44650 0.39291 0.08 -0.15 0.98
O 3.85103 2.75218 -0.82597 0.37 -1.48 0.70
H 4.47529 4.18150 0.55760 -0.17 0.13 -0.23
H 2.69387 3.91134 0.45578 0.15 0.24 -0.33
H 3.71459 2.80035 1.28200 0.10 -0.20 -0.29
H 4.19713 1.85178 -0.65928 0.17 0.58 0.07
C -3.79342 0.25849 -4.24438 -0.54 0.99 -0.78
O -2.72291 -0.36861 -3.53129 0.39 -0.74 -0.14
H -3.70371 0.11090 -5.32639 0.09 -0.43 0.16
H -4.77690 -0.08315 -3.93035 0.20 -0.33 0.16
H -3.78685 1.34934 -4.13090 0.25 -0.16 0.43
H -3.11502 -0.88677 -2.78134 -0.03 -0.08 -0.29
C 1.99106 -6.16229 -1.43584 0.51 -0.79 1.02
O 1.22462 -5.20922 -2.13767 -0.05 0.23 -0.17
H 2.37967 -6.89570 -2.13595 -0.10 0.07 -0.19
H 2.84023 -5.78379 -0.85738 0.10 0.61 -0.57
H 1.46889 -6.71885 -0.64541 -0.62 0.07 -0.44
H 0.72131 -4.65141 -1.53430 0.27 -0.36 -0.01
C 2.54185 0.16586 -2.47626 -0.43 0.52 0.75
O 1.57831 0.58200 -3.49511 0.05 0.38 -0.70
H 2.58544 -0.91461 -2.46378 0.10 -0.06 -0.14
H 3.50477 0.65842 -2.58607 -0.06 -0.18 -0.59
H 2.14902 0.51902 -1.52210 -0.06 -0.21 -0.11
H 1.69339 1.55887 -3.61597 0.22 -0.13 0.19
C 1.21581 3.04615 4.56397 -0.37 0.11 -0.13
O 0.54210 4.21676 4.12573 -0.35 -0.15 0.26
H 1.20669 2.30248 3.75901 0.53 -0.07 0.08
H 2.20598 3.29572 4.95118 0.19 -0.24 -0.31
H 0.66845 2.58711 5.38882 -0.20 0.28 0.02
H 0.81183 4.43174 3.22805 0.31 0.08 -0.06
C -4.04745 3.26486 0.00615 -0.19 1.00 -0.10
O -4.71697 2.39682 0.90370 0.86 0.10 0.04
H -4.14207 2.90269 -1.02193 0.08 -0.11 0.06
H -4.47076 4.27740 0.03737 -0.33 -0.20 -0.08
H -2.99664 3.45993 0.25253 -0.03 -0.54 -0.02
H -4.09791 2.28589 1.63751 -0.43 -0.31 0.06
C 3.02051 -4.72983 1.69780 0.36 -0.62 0.31
O 4.26784 -4.38942 2.28491 -0.24 0.39 0.28
H 2.73262 -4.02830 0.91340 -0.11 0.04 -0.05
H 3.18320 -5.72308 1.27576 -0.07 0.17 -0.22
H 2.20093 -4.87459 2.41404 0.13 0.36 0.08
H 4.16858 -3.67250 2.92923 -0.05 -0.23 -0.27
C -1.22104 2.99388 -3.54687 0.37 0.33 0.40
O -0.91183 1.67025 -3.05510 -0.05 -0.31 -0.85
H -0.40192 3.65040 -3.24973 -0.17 0.17 -0.05
H -1.27998 3.00734 -4.63395 0.02 -0.34 0.00
H -2.17034 3.34434 -3.14529 0.02 -0.04 0.06
H -0.84402 1.66480 -2.08290 0.04 -0.31 -0.12


4.
13
Properties=species:S:1:pos:R:3:forces:R:3 method="wB97M-V/def2-TZVPD" total_charge=+1 e_homo_ev="-14.77 / -14.52" homo_lumo_gap_ev="7.0946 / 6.8346" de_lowest_ev=7.619 lumo_energy_ev="-7.673 / -7.687" e_tot_ev=-8700.8853 molar_mass_g_mol=96.1
C 1.84247 1.52332 -0.19290 -0.68 4.27 -0.35
C 0.55389 -0.53654 -0.11698 1.26 -1.56 0.87
C -1.91522 -0.26610 0.62544 4.38 2.30 0.82
C -0.83867 -0.50820 -0.50424 -0.77 -1.35 0.60
N 2.75642 0.79611 -0.05780 -0.71 -1.43 -0.22
N 1.64788 -1.01592 0.15343 -1.85 2.48 -1.56
N 2.83831 -0.42239 0.29534 1.34 -2.41 1.15
H 1.54131 2.50138 -0.60947 -0.05 -0.95 -0.02
H -2.69956 0.32350 0.28874 -1.19 1.31 -0.67
H -2.28355 -1.15256 0.91421 -1.29 -3.31 1.06
H -1.39841 0.18998 1.54794 -0.98 -0.45 -1.46
H -0.96771 -1.50940 -0.97680 0.03 0.10 0.39
H -1.07717 0.07681 -1.36691 0.51 0.99 -0.61